Computed, not measured: a 10-piece molecular cluster, C38H82IN10O13 overall, with ωB97M-V/def2-TZVPD.

Structure (XYZ):
```
144
C38H82IN10O13, DFT ωB97M-V/def2-TZVPD
C 2.104 1.895 0.849
C 2.645 0.586 1.480
C 2.028 -0.734 0.856
I 2.765 -0.753 -1.217
N 0.597 -0.576 0.934
C -0.217 -1.770 0.650
C -1.245 -1.565 -0.528
C -1.963 -0.186 -0.433
C -1.509 0.834 -1.526
C -1.557 2.278 -0.927
O -2.739 2.519 -0.119
C -2.437 2.895 1.159
C -2.885 1.957 2.322
O -1.841 3.891 1.439
C 0.534 -3.104 0.368
O 0.833 -3.527 -0.751
O 0.801 -3.802 1.415
H 2.399 2.044 -0.207
H 1.011 2.006 0.958
H 2.563 2.736 1.419
H 2.312 0.579 2.540
H 3.752 0.552 1.495
H 2.461 -1.554 1.461
H 0.392 -0.233 1.869
H -0.852 -1.956 1.545
H -0.784 -1.785 -1.508
H -2.027 -2.342 -0.358
H -3.070 -0.283 -0.495
H -1.755 0.266 0.558
H -2.157 0.794 -2.424
H -0.475 0.651 -1.893
H -0.608 2.537 -0.416
H -1.625 2.974 -1.796
H -3.606 2.460 2.988
H -3.347 1.064 1.860
H -1.950 1.682 2.851
C -4.413 0.449 -5.039
C -3.336 1.440 -5.410
O -2.241 1.444 -4.867
N -3.611 2.346 -6.381
C -4.831 2.504 -7.142
H -4.044 -0.205 -4.253
H -5.295 0.974 -4.668
H -4.677 -0.162 -5.904
H -2.841 2.973 -6.564
H -4.602 2.386 -8.204
H -5.221 3.510 -6.975
H -5.585 1.776 -6.857
C -0.534 -2.010 4.973
C -1.910 -2.522 4.628
O -2.550 -2.075 3.688
N -2.427 -3.515 5.398
C -1.823 -4.174 6.544
H -0.257 -1.227 4.272
H -0.532 -1.593 5.983
H 0.196 -2.817 4.897
H -3.347 -3.808 5.108
H -1.746 -5.238 6.333
H -2.471 -4.030 7.409
H -0.836 -3.781 6.766
C -2.553 5.902 -0.772
C -3.551 6.206 -1.858
O -3.322 5.987 -3.038
N -4.746 6.745 -1.482
C -5.195 7.072 -0.144
H -1.656 5.479 -1.215
H -2.282 6.819 -0.246
H -2.965 5.179 -0.074
H -5.368 6.925 -2.255
H -6.105 6.507 0.071
H -5.422 8.140 -0.099
H -4.444 6.835 0.603
C 5.747 3.869 -3.176
C 5.648 3.118 -1.872
O 5.127 3.600 -0.879
N 6.169 1.859 -1.834
C 6.818 1.134 -2.903
H 5.297 4.852 -3.062
H 6.796 3.997 -3.455
H 5.214 3.330 -3.959
H 6.071 1.409 -0.937
H 6.261 0.212 -3.090
H 7.833 0.876 -2.590
H 6.863 1.717 -3.819
C -2.742 -8.292 7.091
C -2.021 -7.736 8.294
O -1.689 -6.563 8.367
N -1.742 -8.593 9.315
C -2.054 -10.006 9.405
H -2.894 -7.499 6.364
H -2.148 -9.079 6.625
H -3.717 -8.684 7.385
H -1.260 -8.157 10.085
H -2.684 -10.173 10.282
H -1.124 -10.565 9.526
H -2.572 -10.364 8.521
C 5.154 1.309 5.691
C 3.777 0.806 5.331
O 3.139 1.273 4.405
N 3.257 -0.204 6.083
C 3.861 -0.882 7.213
H 5.431 2.108 5.008
H 5.157 1.705 6.708
H 5.885 0.504 5.600
H 2.336 -0.492 5.787
H 3.941 -1.946 6.983
H 3.216 -0.755 8.085
H 4.848 -0.490 7.439
C 5.602 2.746 -8.164
C 5.503 1.994 -6.860
O 4.984 2.481 -5.868
N 6.016 0.736 -6.816
C 6.664 -0.004 -7.881
H 5.152 3.729 -8.045
H 6.648 2.874 -8.447
H 5.065 2.211 -8.949
H 5.915 0.292 -5.915
H 6.102 -0.923 -8.062
H 7.675 -0.265 -7.563
H 6.716 0.570 -8.800
C -0.431 5.600 -5.020
C -0.711 4.890 -6.319
O -1.833 4.861 -6.812
N 0.328 4.272 -6.938
C 1.711 4.200 -6.506
H -1.353 6.041 -4.646
H -0.059 4.892 -4.279
H 0.299 6.397 -5.177
H 0.069 3.817 -7.800
H 2.344 4.645 -7.278
H 1.987 3.152 -6.382
H 1.871 4.723 -5.569
C -4.955 -7.191 1.533
C -3.494 -7.256 1.911
O -2.945 -8.317 2.188
N -2.805 -6.093 1.936
C -3.292 -4.756 1.642
H -5.376 -8.194 1.556
H -5.502 -6.569 2.243
H -5.065 -6.791 0.524
H -1.833 -6.201 2.195
H -2.709 -4.350 0.814
H -3.139 -4.131 2.522
H -4.346 -4.753 1.375
```

Summary:
LUMO level ... 0.06904 Ha
Multiplicity ... 1
Energy relative to the best compared isomer or geometry (same formula, charge and spin) ... 0.000 eV
Charge ... -1